Density functional theory data (ωB97M-V/def2-TZVPD) for a structure of composition C39H30BrCl2MoN2O4P2S3.

Calculated values
- Relative energy (zero: lowest compared OMol25 entry of this formula, charge and spin): 0.0 kcal per mole
- Orbital gap (alpha / beta): 7.506 / 7.214 eV
- Expectation value of S²: 2.0221
- E_tot: -7354.7793 Eh
- Highest occupied orbital energy (alpha / beta): -5.22 / -5.29 eV

The geometry in ORCA input format:
```
! RIJCOSX wB97M-V def2-TZVPD def2/J DEFGRID3
* xyz -1 3
Mo 0.079 0.389 0.222
C 1.439 -0.581 -2.875
P 1.548 -1.152 -1.144
C 3.327 -1.099 -0.781
C 3.835 -0.388 0.296
C 5.207 -0.351 0.509
C 6.069 -1.021 -0.338
C 5.563 -1.743 -1.414
C 4.199 -1.779 -1.633
C 1.120 -2.910 -1.142
C -0.074 -3.322 -1.730
C -0.458 -4.650 -1.673
C 0.340 -5.578 -1.022
C 1.523 -5.173 -0.421
C 1.909 -3.843 -0.477
C 1.204 0.887 -2.764
C 1.518 1.903 -3.626
C 0.912 3.076 -3.114
C 0.271 2.716 -1.959
C -0.625 3.515 -1.066
P -1.609 2.201 -0.280
C -2.748 1.800 -1.651
C -3.876 2.587 -1.852
C -4.712 2.354 -2.933
C -4.424 1.334 -3.826
C -3.295 0.551 -3.632
C -2.464 0.786 -2.551
C -2.726 2.908 0.949
C -2.526 4.193 1.442
C -3.399 4.720 2.383
C -4.465 3.963 2.838
C -4.662 2.679 2.352
C -3.801 2.152 1.408
N 0.451 1.370 -1.705
H 0.594 -1.092 -3.356
H 2.341 -0.816 -3.442
H 3.161 0.113 0.979
H 5.591 0.198 1.356
H 7.135 -0.993 -0.161
H 6.228 -2.280 -2.076
H 3.814 -2.357 -2.465
H -0.724 -2.603 -2.213
H -1.397 -4.953 -2.114
H 0.028 -6.610 -0.961
H 2.139 -5.886 0.109
H 2.818 -3.528 0.020
H 2.095 1.798 -4.529
H 0.925 4.061 -3.546
H -1.301 4.148 -1.656
H -0.100 4.117 -0.331
H -4.121 3.383 -1.159
H -5.588 2.972 -3.069
H -5.076 1.147 -4.667
H -3.060 -0.246 -4.322
H -1.577 0.176 -2.411
H -1.674 4.771 1.127
H -3.229 5.716 2.766
H -5.140 4.368 3.579
H -5.478 2.074 2.716
H -3.965 1.145 1.041
S -3.356 -1.293 2.812
C -2.146 -0.669 1.898
S -1.901 -1.049 0.203
S -1.007 0.529 2.419
Cl 3.008 4.077 3.430
C 2.900 3.356 1.822
Cl 3.291 4.552 0.558
C 1.496 2.812 1.529
O 1.578 1.682 0.951
O 0.496 3.445 1.802
H 3.649 2.571 1.758
Br -1.991 -5.575 2.110
C -0.828 -4.398 3.036
C -0.696 -4.526 4.405
N 0.087 -3.738 5.130
C 0.760 -2.795 4.486
C 0.682 -2.582 3.111
C -0.140 -3.409 2.359
C 1.508 -1.474 2.490
O 2.473 -1.020 3.082
O 1.138 -1.105 1.302
H -1.246 -5.295 4.931
H 1.399 -2.149 5.072
H -0.248 -3.263 1.299
*
```